1.
Density functional theory data (ωB97M-V with the def2-TZVPD basis set) for 4 unconnected molecules or ions with the total composition C43H61F3N3O4S.

Values from the calculation:
Kohn-Sham gap: 7.6 eV
total charge: +1
HOMO level: -10.413 eV
E_LUMO: -2.816 eV

Last column: Löwdin charge in e.
Atoms and positions in Å:
S  -4.334  0.803  5.441  1.035
F  5.391  6.932  -7.817  0.061
F  0.520  -4.434  -4.985  0.054
F  -2.839  -3.302  3.671  0.023
O  -4.353  3.479  5.426  0.020
O  -1.100  4.463  0.179  0.010
O  0.768  4.428  -0.985  0.155
O  3.221  0.678  -4.272  -0.191
N  -6.236  2.587  4.699  0.064
N  -0.371  0.202  4.588  -0.039
N  -6.368  3.959  4.656  0.068
C  5.170  5.714  -4.430  -0.093
C  1.836  0.864  -4.459  -0.243
C  -1.200  -2.868  -0.866  -0.186
C  -5.254  4.448  5.075  -0.149
C  -5.317  -5.303  1.952  -0.069
C  -1.725  0.147  5.236  -0.168
C  -1.164  -2.060  1.534  -0.174
C  -5.094  -3.721  4.228  -0.019
C  2.264  1.143  1.570  -0.127
C  -1.590  -2.240  -2.211  -0.186
C  1.241  -0.822  2.948  -0.052
C  2.076  -5.085  -3.349  -0.028
C  -0.602  -1.848  0.130  -0.181
C  -0.188  -0.843  3.516  -0.229
C  -5.054  2.356  5.155  -0.709
C  -4.025  -3.910  3.379  -0.275
C  1.056  -5.407  -4.222  -0.287
C  1.153  -0.498  -4.356  -0.163
C  1.556  1.533  4.006  -0.113
C  2.053  0.509  2.982  -0.265
C  -4.108  -4.687  2.244  -0.020
C  0.199  -0.598  -3.168  -0.215
C  6.510  5.724  -4.068  -0.101
C  -6.299  -4.336  3.921  -0.070
C  7.098  6.550  -6.250  -0.015
C  -2.355  2.425  -0.334  -0.050
C  5.759  6.535  -6.585  -0.288
C  0.569  -6.693  -4.338  -0.013
C  1.096  1.842  0.841  -0.161
C  3.955  1.889  -4.283  -0.104
C  7.471  6.143  -4.978  -0.083
C  2.149  -7.390  -2.661  -0.095
C  -1.282  -0.841  2.465  -0.143
C  -0.371  -2.026  -3.108  -0.206
C  0.197  4.091  0.004  -0.485
C  0.942  3.353  1.107  -0.093
C  2.621  -6.089  -2.561  -0.084
C  -6.411  -5.127  2.787  -0.080
C  1.126  -7.689  -3.551  -0.079
C  -2.021  3.503  0.671  -0.233
C  -2.717  1.135  4.672  -0.448
C  4.785  6.126  -5.697  -0.019
C  0.050  1.553  4.130  -0.106
H  -0.463  1.805  3.223  0.104
H  1.246  -1.172  1.926  0.101
H  -0.629  -2.283  -4.129  0.102
H  0.142  1.347  1.000  0.076
H  0.754  -0.432  -2.243  0.102
H  0.481  -1.962  0.112  0.105
H  -0.224  2.257  4.909  0.144
H  3.747  6.133  -5.999  0.117
H  1.406  1.538  -3.711  0.116
H  -2.253  -0.959  2.938  0.098
H  -1.486  1.867  -0.669  0.064
H  -4.983  -3.106  5.112  0.113
H  3.056  0.241  3.301  0.137
H  -2.107  -0.863  5.124  0.120
H  -2.916  2.817  -1.172  0.089
H  4.051  2.263  -3.264  0.081
H  -2.136  -2.526  1.471  0.085
H  -2.109  -1.306  -1.998  0.104
H  -0.600  0.137  -3.243  0.113
H  2.437  -4.066  -3.296  0.110
H  3.042  1.888  1.718  0.117
H  0.761  -8.704  -3.634  0.107
H  6.806  5.404  -3.078  0.098
H  2.643  0.357  0.925  0.116
H  1.920  2.526  3.778  0.126
H  -1.614  0.323  6.302  0.141
H  -0.804  -0.842  -0.234  0.095
H  1.931  3.797  1.102  0.128
H  1.659  1.327  -5.433  0.122
H  1.810  -1.554  3.513  0.127
H  -2.284  -2.908  -2.711  0.109
H  -7.351  -5.607  2.554  0.108
H  7.830  6.874  -6.977  0.119
H  4.941  1.677  -4.678  0.088
H  -2.928  4.050  0.905  0.128
H  -0.438  -3.606  -1.109  0.106
H  -1.681  3.069  1.608  0.090
H  3.467  2.654  -4.883  0.080
H  0.499  3.590  2.068  0.102
H  -2.463  2.159  4.912  0.074
H  -1.329  0.095  1.913  0.101
H  2.579  -8.171  -2.049  0.102
H  1.955  1.292  4.994  0.129
H  -7.151  -4.196  4.572  0.111
H  -2.034  -3.384  -0.402  0.094
H  -5.401  -5.923  1.070  0.111
H  -3.013  1.708  0.160  0.081
H  -0.232  -6.903  -5.034  0.119
H  4.419  5.384  -3.724  0.100
H  -4.981  5.481  5.159  0.135
H  -0.531  -2.774  2.060  0.125
H  -2.839  1.040  3.599  0.076
H  -3.243  -4.809  1.604  0.111
H  0.587  -0.718  -5.253  0.117
H  0.455  -2.653  -2.785  0.091
H  -0.330  -1.779  4.052  0.154
H  0.303  -0.034  5.315  0.186
H  1.949  -1.216  -4.181  0.116
H  1.294  1.757  -0.225  0.118
H  8.515  6.155  -4.698  0.105
H  3.418  -5.853  -1.870  0.104



2.
Density functional theory data (ωB97M-V with the def2-TZVPD basis set) for a molecular structure, C43H61N9O3Y.

Values from the calculation:
relative energy (zero: lowest compared OMol25 entry of this formula, charge and spin): 12.70 kcal per mole
Kohn-Sham gap: 8.3 eV
total charge: +1
HOMO level: -10.863 eV
E_LUMO: -2.527 eV

Last column: Löwdin charge in e.
Atoms and positions in Å:
Y  -0.233  -0.148  0.722  1.480
O  0.710  4.590  -1.483  0.114
O  1.156  -0.781  -1.162  -0.176
O  3.336  0.393  3.133  0.057
N  -0.255  2.537  -1.522  0.023
N  1.277  2.059  0.884  0.121
N  0.211  -1.376  -3.470  0.086
N  -1.385  1.759  0.342  -0.039
N  -1.963  -0.764  2.424  -0.130
N  -2.556  -1.068  -0.306  -0.086
N  1.344  -0.399  2.306  -0.052
N  2.007  -2.752  -3.844  0.170
N  -0.693  -2.638  0.759  -0.114
C  1.622  -1.694  2.853  -0.176
C  1.242  4.429  1.250  0.026
C  -2.568  4.300  -2.143  -0.044
C  0.086  0.137  5.076  -0.049
C  3.072  3.465  -3.148  -0.036
C  3.128  -2.159  0.870  -0.370
C  0.435  3.555  -0.910  -0.398
C  0.212  -2.718  -5.446  -0.004
C  -0.964  -0.864  -3.839  -0.141
C  2.281  -0.778  5.907  -0.039
C  -0.218  2.471  -2.957  -0.110
C  0.999  2.011  -4.977  -0.024
C  0.997  2.193  -3.600  -0.122
C  1.890  1.923  2.062  -0.170
C  -1.386  2.665  -3.701  -0.135
C  1.840  4.274  2.491  -0.008
C  1.799  -4.368  3.636  -0.063
C  -1.021  -2.219  -5.788  -0.047
C  -1.602  -3.166  1.791  -0.151
C  2.318  2.158  -2.868  -0.357
C  0.910  -1.130  5.308  -0.345
C  2.274  0.538  2.538  -0.508
C  -3.303  -0.377  1.963  -0.192
C  -3.519  2.003  -2.524  -0.053
C  -1.093  -3.059  -0.588  -0.177
C  -1.337  2.461  -5.076  -0.034
C  3.123  -3.107  -0.330  -0.071
C  3.202  0.978  -3.287  -0.058
C  -0.164  2.116  -5.712  -0.055
C  -1.858  -2.147  2.913  -0.161
C  -0.829  1.472  -0.802  -0.339
C  0.973  3.305  0.478  -0.179
C  -2.384  -2.326  -1.035  -0.166
C  2.304  -2.633  2.048  -0.165
C  -3.682  -1.047  0.635  -0.173
C  2.193  3.001  2.892  0.026
C  1.275  -3.417  4.489  -0.046
C  2.367  -3.962  2.443  -0.035
C  4.566  -1.964  1.367  -0.034
C  1.204  -2.066  4.145  -0.165
C  0.811  -2.276  -4.254  -0.358
C  -2.705  3.145  -3.137  -0.345
C  -1.628  -1.258  -4.976  -0.062
H  0.730  -3.439  -6.058  0.114
H  2.482  -3.462  -4.369  0.111
H  -2.314  -2.142  -2.110  0.101
H  -4.069  -0.633  2.709  0.126
H  3.213  3.590  -4.219  0.087
H  -4.543  -0.506  0.226  0.130
H  0.989  5.401  0.858  0.126
H  -3.293  0.708  1.825  0.104
H  -2.545  -3.434  1.319  0.103
H  2.109  -3.327  -0.662  0.061
H  -2.588  -0.842  -5.235  0.106
H  3.626  1.156  -4.272  0.082
H  -2.682  -0.309  -0.969  0.067
H  -2.764  -2.449  3.457  0.133
H  2.134  2.091  -1.788  0.111
H  -1.751  -0.162  3.220  0.087
H  2.687  2.814  3.832  0.128
H  -1.259  -4.145  -0.646  0.131
H  2.642  0.046  -3.327  0.050
H  3.623  -4.039  -0.085  0.078
H  -3.252  -2.975  -0.888  0.117
H  4.032  0.876  -2.590  0.089
H  2.883  -4.688  1.834  0.112
H  4.048  3.446  -2.668  0.087
H  2.516  4.322  -2.778  0.068
H  0.243  -3.004  0.951  0.092
H  0.768  -0.971  -2.109  0.006
H  2.165  -0.152  6.788  0.082
H  -3.700  1.217  -3.254  0.079
H  -3.273  3.531  -3.988  0.132
H  -3.490  4.876  -2.131  0.086
H  5.201  -1.616  0.554  0.084
H  2.804  -1.686  6.200  0.087
H  0.934  -3.730  5.465  0.119
H  2.895  -0.258  5.177  0.065
H  1.882  -0.161  -1.333  0.041
H  -4.478  2.380  -2.178  0.087
H  -2.236  2.602  -5.657  0.118
H  3.679  -2.649  -1.146  0.075
H  1.836  -5.404  3.935  0.108
H  4.966  -2.901  1.747  0.088
H  4.589  -1.228  2.167  0.068
H  2.754  -1.179  0.548  0.099
H  -1.200  -4.078  2.246  0.133
H  -2.986  1.588  -1.672  0.028
H  -2.382  3.941  -1.134  0.060
H  0.431  0.709  4.220  0.056
H  2.385  -2.473  -2.958  0.065
H  -1.758  4.966  -2.428  0.085
H  -0.972  -0.100  4.958  0.063
H  -1.350  -0.109  -3.169  0.094
H  2.030  5.128  3.124  0.121
H  -1.013  -2.186  3.602  0.090
H  -0.284  -2.795  -1.273  0.085
H  -1.401  2.766  0.596  0.087
H  0.372  -1.716  6.065  0.132
H  -0.152  1.963  -6.779  0.111
H  0.169  0.771  5.957  0.087
H  -1.522  -2.571  -6.676  0.115
H  1.923  1.793  -5.486  0.114
H  -4.013  -2.066  0.837  0.107



Question: Among the records above, which one has the lowest HOMO level?
Answer: C43H61N9O3Y



Question: Among the records above, which one has the highest E_LUMO?
Answer: C43H61N9O3Y